[1]
Molecular formula: CH6NS
Method: DFT, ωB97M-V/def2-TZVPD

The value obtained for the relative energy (zero: lowest compared OMol25 entry of this formula, charge and spin) is 0.0 kcal/mol. The electronic energy comes out at -494.66446 Ha. As for the multiplicity: 1. As for the orbital gap: 0.2605 Eh. Its total charge is -1.

The geometry in XYZ format:
```
9
CH6NS | the OMol25 dataset | ωB97M-V/def2-TZVPD
S -1.802 0.022 0.122
H -1.438 0.547 -1.061
C 1.868 0.619 -0.010
N 1.609 -0.821 -0.017
H 2.657 0.855 -0.730
H 2.232 0.924 0.972
H 0.987 1.220 -0.244
H 0.715 -0.959 0.456
H 1.393 -1.090 -0.971
```



[2]
Molecular formula: CH6NS
Method: DFT, ωB97M-V/def2-TZVPD

The value obtained for the relative energy (zero: lowest compared OMol25 entry of this formula, charge and spin) is 18.2 kcal/mol. The electronic energy comes out at -494.63554 Ha. As for the multiplicity: 1. As for the orbital gap: 0.2382 Eh. Its total charge is -1.

The geometry in XYZ format:
```
9
CH6NS | the OMol25 dataset | ωB97M-V/def2-TZVPD
N -2.672 0.010 2.068
H -1.919 -0.222 2.684
H -2.431 0.940 2.126
H -2.213 -0.184 1.102
C 1.975 -0.089 -1.631
S 0.522 -0.251 -0.524
H 1.954 0.770 -2.294
H 2.943 0.006 -1.285
H 1.841 -0.979 -2.245
```



[3]
Molecular formula: CH6O
Method: DFT, ωB97M-V/def2-TZVPD

The value obtained for the relative energy (zero: lowest compared OMol25 entry of this formula, charge and spin) is 8.1 kcal/mol. The electronic energy comes out at -116.91145 Ha. As for the multiplicity: 1. As for the orbital gap: 0.4419 Eh. Its total charge is 0.

The geometry in XYZ format:
```
8
CH6O | the OMol25 dataset | ωB97M-V/def2-TZVPD
C -0.444 0.838 0.118
H 0.440 0.729 0.763
H -0.221 0.434 -0.881
H -1.288 0.286 0.556
H -0.707 1.902 0.032
O 1.102 -1.247 -0.107
H 0.859 -1.822 -0.867
H 0.260 -1.119 0.386
```



> The lowest relative energy (zero: lowest compared OMol25 entry of this formula, charge and spin) belongs to which entry?

number 1



> Which formula does entry 3 have?

CH6O



> What is the formula in the first record?

CH6NS



> What is the total charge in the first record?

-1